1.
C31H34N3OW as an isolated structure. Source: the OMol25 dataset; level of theory: wB97M-V/def2-TZVPD.

Values from the calculation:
Electronic energy (eV): -41018.1810
Kohn-Sham gap (eV): 6.40
Relative energy (zero: lowest compared OMol25 entry of this formula, charge and spin) (kJ/mol): 53.4
E_HOMO (eV): -17.109
Total charge: +3
Strongest force on any atom (eV/Å): 0.7
LUMO energy (eV): -10.7

Last column: natural (NBO) charge in e.
CARTESIAN COORDINATES (ANGSTROEM)
W  -0.0438  -0.4763  0.9973  1.436
O  -0.7312  -2.4127  1.3361  -0.705
N  -2.0408  -0.2925  0.1490  -0.509
N  -1.8173  -3.4353  -0.3330  -0.520
N  0.6811  0.0962  -0.5091  -0.616
C  1.8161  -1.2013  2.4989  -0.021
C  -0.5864  3.4590  1.9021  -0.602
C  1.9818  -0.3684  -3.8690  -0.127
C  1.3680  1.1385  1.9898  -0.168
C  -4.5164  0.1381  -1.0692  -0.072
C  -1.8271  2.3436  3.8248  -0.613
C  -0.1110  -0.0061  3.4833  -0.156
C  1.0521  4.5468  -2.7429  -0.090
C  2.6441  -2.4439  2.4195  -0.645
C  -1.3820  -3.4173  0.9063  0.747
C  3.1748  -2.4459  -4.0243  -0.090
C  1.8940  -0.5251  -2.4727  -0.103
C  -4.0684  0.9800  -0.0663  -0.213
C  -0.4917  2.5116  3.0971  -0.271
C  3.0758  -2.6276  -2.6417  -0.196
C  1.1877  1.8606  -2.0452  -0.179
C  -1.6413  -4.5717  1.8043  -0.702
C  2.4258  -1.6881  -1.8756  -0.171
C  2.1499  3.7865  -3.1347  -0.221
C  0.0239  3.9766  -1.9913  -0.200
C  2.6153  -1.3282  -4.6333  -0.207
C  0.0972  2.6511  -1.6275  -0.149
C  -2.4872  -1.1240  -0.8311  0.215
C  -3.7032  -0.9232  -1.4505  -0.211
C  0.6596  -1.1447  3.3340  -0.198
C  2.2006  0.0080  1.9152  -0.168
C  2.2193  2.4494  -2.8014  -0.071
C  1.2513  0.4731  -1.6587  0.394
C  0.1785  1.1896  2.7656  -0.039
C  -1.6348  -2.3058  -1.2388  -0.267
C  -2.8361  0.7370  0.5013  0.078
H  3.6847  -3.1871  -4.6255  0.255
H  -2.4522  1.3863  1.2709  0.227
H  -0.6973  -4.9576  2.1902  0.275
H  0.9970  5.5919  -3.0183  0.254
H  -2.1746  -5.3742  1.3009  0.259
H  3.0942  1.8725  -3.0679  0.232
H  2.0119  -3.3296  2.3626  0.238
H  -1.0720  4.3820  2.2140  0.257
H  -2.2981  3.3168  3.9471  0.258
H  0.1991  2.9734  3.8137  0.259
H  -2.5273  1.7012  3.2862  0.191
H  -1.1715  3.0272  1.0889  0.188
H  -5.4716  0.3001  -1.5511  0.268
H  -0.8295  4.5754  -1.7030  0.244
H  3.3204  -2.4264  1.5670  0.241
H  3.0820  0.0484  1.2862  0.272
H  -1.6945  1.9323  4.8255  0.234
H  -2.2292  -4.2354  2.6603  0.278
H  -4.6573  1.8208  0.2724  0.268
H  0.3413  -2.0556  3.8249  0.274
H  3.5169  -3.5015  -2.1821  0.246
H  2.6694  -1.2107  -5.7068  0.258
H  2.9542  4.2440  -3.6942  0.258
H  -0.7039  2.1890  -1.0655  0.210
H  1.5118  0.4775  -4.3511  0.242
H  2.3576  -1.8140  -0.8016  0.201
H  -4.0174  -1.5956  -2.2376  0.256
H  -2.3299  -4.2437  -0.6568  0.448
H  1.6519  2.0102  1.4149  0.268
H  -0.9911  -0.0511  4.1118  0.272
H  0.3919  3.7353  1.5087  0.220
H  3.2544  -2.5380  3.3206  0.280
H  -0.5748  -2.0409  -1.2789  0.234
H  -1.9246  -2.6305  -2.2345  0.266

2.
C36H31BrGeNO4Re as an isolated structure in a non-equilibrium geometry. Source: the OMol25 dataset; level of theory: wB97M-V/def2-TZVPD.

Values from the calculation:
Electronic energy (eV): -176201.9993
Kohn-Sham gap (eV): 7.06
Relative energy (zero: lowest compared OMol25 entry of this formula, charge and spin) (kJ/mol): 51.9
E_HOMO (eV): -7.216
Strongest force on any atom (eV/Å): 3.8
LUMO energy (eV): -0.2

Last column: Mulliken charge in e.
CARTESIAN COORDINATES (ANGSTROEM)
Re  0.8164  -0.9503  -0.3725  1.642
Br  -2.7587  -6.9468  -0.4963  -0.187
Ge  0.5975  1.6313  1.0434  1.969
O  1.4434  -4.9264  0.9030  -0.778
O  -1.3079  -1.2263  -0.1298  -0.620
O  0.8549  -2.8028  0.5502  -0.662
O  -0.3441  -2.0282  -1.8240  -0.703
N  2.8746  -1.2941  -0.9977  -0.829
C  -1.2701  2.2215  1.0470  0.139
C  -1.6945  2.8622  2.2421  -0.820
C  1.9952  3.1176  3.1274  -0.542
C  1.3113  1.1407  -0.6407  -0.908
C  -0.8400  0.0991  -3.7730  -0.008
C  1.8565  -2.3788  3.3273  -0.695
C  2.7721  -1.6065  2.5816  -0.835
C  0.0260  -0.9170  2.6691  -0.391
C  2.6713  -3.7917  -0.7460  -0.832
C  -2.5575  -2.8605  -1.2594  0.051
C  -2.1870  2.0098  0.0244  0.366
C  -3.8218  -2.4259  -1.0754  -0.265
C  -1.3783  -1.9514  -1.1372  0.974
C  -3.2099  -5.1680  -0.9519  -0.210
C  0.5124  0.4440  -1.5966  -0.349
C  1.9641  4.2027  0.9919  -0.497
C  3.6280  -2.5705  -0.7990  -0.891
C  2.5147  4.2213  3.7058  -0.389
C  0.9280  -0.0839  1.9376  -0.495
C  -4.8317  -3.3961  -0.9603  -0.781
C  -4.5219  -4.7298  -0.8287  -0.242
C  0.2901  2.1880  -3.2908  -0.599
C  2.7151  5.3776  2.9742  -0.715
C  0.5061  -1.9531  3.3885  -0.679
C  -0.9897  2.0165  -5.2449  -0.302
C  1.6085  -3.8040  0.3711  0.619
C  -3.8893  3.0924  1.3060  -0.531
C  2.5495  5.2975  1.5879  -0.391
C  -2.9681  3.3681  2.2967  -0.442
C  -0.0940  0.8780  -2.8990  1.313
C  1.6295  3.1374  1.7711  0.229
C  -1.3017  0.7135  -4.9508  -0.980
C  -2.2009  -4.2578  -1.2443  -0.616
C  -3.5081  2.3965  0.1974  -0.817
C  2.2969  -0.4964  1.8319  -0.212
C  -0.1762  2.7829  -4.3983  -0.779
H  -1.3981  2.4903  -6.1512  0.358
H  3.1968  -4.6913  -0.7172  0.557
H  0.8820  2.7592  -2.5769  0.194
H  3.1113  6.2770  3.4341  0.367
H  3.4094  -0.4633  -0.7554  0.258
H  -3.3066  3.9304  3.2130  0.295
H  -0.9785  -0.6014  2.6952  0.512
H  -1.9446  0.1591  -5.7364  0.282
H  -1.1177  -0.9391  -3.6476  0.717
H  2.1367  -3.7884  -1.6736  0.149
H  1.8305  4.2290  -0.0936  0.282
H  -1.9004  1.5112  -0.8800  0.233
H  -4.0886  -1.3602  -1.0271  0.468
H  2.8211  4.1874  4.7744  0.335
H  2.1250  -3.2183  3.8936  0.512
H  2.7887  -1.2610  -2.0235  0.400
H  2.2571  1.5851  -0.8716  0.985
H  -5.3258  -5.4119  -0.6282  0.424
H  -4.1618  1.9696  -0.5308  0.396
H  -0.9982  3.0794  3.0747  0.311
H  3.0191  0.1762  1.4603  0.678
H  -5.8320  -3.0580  -0.7771  0.386
H  4.2234  -2.5204  0.0778  0.333
H  4.2794  -2.5855  -1.6184  0.568
H  2.8806  6.1896  0.9572  0.284
H  -1.1528  -4.4921  -1.1887  0.451
H  1.8899  2.2439  3.7273  0.405
H  0.1313  3.8152  -4.6460  0.383
H  3.8491  -1.7811  2.5549  0.495
H  -0.2222  -2.5460  3.9629  0.343
H  -4.9148  3.4828  1.4586  0.330